93
Properties=species:S:1:pos:R:3:forces:R:3:lowdin_charge:R:1 method="wB97M-V/def2-TZVPD" e_lumo_ev="-9.62 / -9.24" homo_energy_ha="-0.5873 / -0.5873" charge=+3 de_lowest_kj_mol=0.0 multiplicity=3 energy_ha=-3220.44340 s_squared=2.00
H -0.760481 0.307712 -4.077192 0.148 -0.247 -0.035 0.05
P -0.986652 -3.673289 0.099790 -0.902 -1.735 0.038 0.75
H -2.069848 -5.002641 1.829362 -0.145 0.299 -0.160 0.07
H 3.365423 2.414839 1.968420 0.044 -0.200 -0.294 0.05
P 0.812520 -0.921694 -2.666142 0.947 0.363 -1.644 0.73
H 2.784485 -2.381735 -2.720485 -0.194 0.030 -0.053 0.05
C -3.361787 1.348142 0.497521 -0.043 -0.314 0.369 -0.23
C 4.046342 1.156415 5.344520 -0.361 -0.053 -0.210 -0.04
H -1.488341 -3.607570 -2.273696 -0.220 -0.321 0.022 0.03
H 1.960015 -2.271347 -4.311187 -0.005 -0.046 0.327 0.08
H 5.003996 1.269885 5.856009 -0.318 -0.050 -0.166 0.12
H 6.277765 -3.498863 -1.871452 -0.271 0.182 0.235 0.13
H -1.139185 2.966792 -0.583232 -0.075 -0.121 -0.177 0.03
C -1.848964 -4.208997 -1.426435 0.058 0.480 -0.493 -0.23
H -4.061853 0.886020 -2.182412 0.259 -0.176 0.008 0.07
C -1.547352 2.348069 -1.392585 0.293 -0.132 -0.068 -0.23
Sb -0.200357 0.671220 2.823237 -0.126 1.309 1.646 1.48
H 4.332781 2.250980 -0.986605 -0.294 0.024 0.272 0.07
C 1.592668 0.873733 4.014686 -0.087 -0.146 -0.343 -0.38
H -2.191979 -3.250965 2.168555 -0.151 -0.337 -0.024 0.03
H 1.205981 -4.708088 0.148758 -0.179 -0.371 0.019 0.02
H 6.132479 -1.008466 -1.915160 -0.151 -0.247 0.274 0.13
C 1.810466 -2.350828 -3.224923 -0.191 -0.391 0.298 -0.21
C 3.659037 -3.101754 0.273108 0.055 -0.006 -0.376 -0.01
H -2.862801 5.231078 3.237322 0.299 -0.119 -0.134 0.12
C -1.144140 5.476582 1.939719 0.063 -0.271 0.018 -0.04
H -1.641295 -5.269454 -1.625444 -0.152 0.358 0.069 0.07
H -4.577417 -0.777866 6.758896 0.271 0.092 -0.236 0.12
C -2.250236 -4.016137 1.380983 -0.118 0.431 0.353 -0.22
C 3.932508 2.066408 1.099561 -0.121 0.205 -0.243 -0.05
H 4.508015 -0.808731 4.561959 -0.196 0.220 0.039 0.12
C 0.184143 -5.054860 0.353918 0.775 0.202 0.085 -0.22
H -1.113593 -1.441049 -4.056390 0.174 0.183 -0.125 0.05
C -0.021057 4.850907 1.382207 -0.042 -0.097 0.100 -0.07
H -3.744700 0.506791 1.090067 -0.033 0.269 -0.077 0.04
H 2.894872 0.330829 -2.286788 -0.245 0.002 -0.215 0.03
C -0.610481 2.780415 2.497375 -0.064 -0.373 -0.026 -0.39
H -3.667373 -0.806126 -1.764105 -0.026 0.211 -0.192 0.05
C 2.022340 0.427842 -2.949435 -0.067 0.274 0.195 -0.23
C 3.672993 2.492455 -0.145292 -0.057 -0.150 0.311 -0.07
C 0.243274 3.503234 1.658547 -0.099 0.210 -0.080 -0.16
H 0.657155 5.410999 0.733699 -0.244 -0.143 0.223 0.12
C -3.243230 0.165112 -2.052790 0.118 -0.468 -0.022 -0.24
H -2.930284 -4.055972 -1.315441 0.306 -0.017 -0.131 0.06
H -0.787879 1.122248 5.938351 -0.240 -0.148 -0.089 0.10
H -1.356163 6.524421 1.714238 0.089 -0.368 0.102 0.12
C -0.309530 -0.693490 -4.090855 -0.407 -0.052 0.128 -0.24
H 1.267920 -3.278237 -2.998408 0.223 0.064 -0.207 0.05
H 4.415832 0.157204 -0.449687 -0.077 -0.462 -0.399 0.07
Pr 0.115430 -1.012924 0.115363 -2.746 -0.708 0.517 0.66
C 4.664383 -3.742446 -0.460966 0.109 0.178 0.303 -0.03
H -0.051839 -5.885473 -0.324412 0.048 0.239 0.279 0.07
H -4.201530 1.813230 -0.038528 0.278 -0.101 0.123 0.07
H -2.895232 -0.969012 2.785279 -0.037 0.093 0.264 0.06
H 2.832521 3.157296 -0.367771 0.363 -0.073 0.116 0.05
C 2.545176 -0.149541 3.950752 0.229 0.180 0.111 -0.16
H 0.261341 -0.824419 -5.021312 -0.147 0.082 0.288 0.07
C 1.856464 2.031638 4.752486 0.141 0.130 0.033 -0.12
H -2.389078 2.874064 -1.863145 0.209 -0.126 0.112 0.08
H 2.934574 -3.632783 0.893850 0.279 0.017 -0.240 0.12
H -4.702088 -1.545921 4.384619 0.268 0.201 0.149 0.12
C 3.085932 2.173503 5.415960 -0.138 -0.228 -0.141 -0.05
C -1.720371 3.406126 3.073633 -0.024 0.120 -0.029 -0.13
H -2.380150 2.855195 3.750402 0.181 0.166 -0.229 0.11
C -1.989585 4.753439 2.788750 0.178 -0.153 -0.052 -0.04
H 1.546862 1.401535 -2.769555 0.190 -0.148 -0.112 0.05
C 4.468475 -0.928911 -0.546527 -0.056 -0.403 -0.069 -0.03
C -2.676659 0.228546 6.487122 0.006 -0.115 -0.335 -0.04
C 3.768873 -0.008340 4.614115 -0.084 0.140 0.066 -0.07
H 4.779512 1.411029 1.318633 -0.178 0.282 -0.043 0.07
H -0.762953 2.176006 -2.142284 -0.192 0.176 0.086 0.03
O 2.270729 -1.213018 0.448170 0.178 1.995 0.310 -0.25
H 2.152702 -0.244136 0.169537 2.492 -0.760 0.728 0.07
H 4.770882 -4.825646 -0.395667 0.014 0.317 -0.035 0.13
H 2.363110 0.378143 -3.993538 -0.068 0.053 0.273 0.08
H 1.121006 2.839787 4.809088 0.252 -0.248 -0.052 0.11
C -3.778901 -0.523693 6.059206 0.302 0.092 -0.321 -0.04
C 5.520729 -2.989972 -1.269450 0.039 -0.045 -0.172 -0.04
H 2.341618 -1.059786 3.381085 0.104 0.163 0.167 0.08
C 3.559009 -1.731304 0.133290 0.475 -0.226 -0.904 -0.26
C -1.648655 0.549164 5.587051 -0.129 0.024 0.109 -0.11
H -2.911079 2.084004 1.176994 -0.082 -0.229 -0.190 0.03
C -2.827467 -0.628447 3.823573 -0.122 0.081 0.369 -0.17
C -3.849541 -0.953713 4.725893 0.148 0.065 0.017 -0.06
H 1.125546 3.025975 1.218813 -0.216 0.161 0.139 0.07
H -2.699258 0.048280 -2.998440 -0.225 0.026 0.261 0.03
H -3.250973 -3.985841 0.930456 0.257 -0.001 0.221 0.06
H -2.610222 0.567691 7.522073 -0.014 -0.123 -0.316 0.12
P -2.133774 0.745713 -0.717487 -0.783 1.269 -0.364 0.72
C 5.436480 -1.592820 -1.308632 0.104 0.003 0.458 -0.03
C -1.734519 0.136103 4.254813 0.132 -0.159 -0.356 -0.38
H 3.286439 3.084400 5.984999 -0.064 -0.332 -0.180 0.12
H 0.128816 -5.397199 1.394975 0.107 0.082 -0.272 0.07

***

10
Properties=species:S:1:pos:R:3:forces:R:3:lowdin_charge:R:1 method="wB97M-V/def2-TZVPD" e_lumo_ev="2.97 / 2.97" homo_energy_ha="-0.1396 / -0.1396" charge=-1 de_lowest_kj_mol=366.9 multiplicity=1 energy_ha=-1216.53816
C -0.915858 1.437770 0.033898 -1.862 3.124 -0.648 -0.55
C 1.633177 1.104556 0.117292 -0.881 0.189 0.016 -0.98
O -1.699610 -2.421306 0.249488 2.460 -0.617 -0.209 -0.05
C -0.427830 -2.311164 0.082274 -0.858 -2.451 -0.139 -0.70
Cl 3.231735 1.639342 0.051507 1.711 0.419 0.028 0.43
N -0.843827 0.159081 -0.032843 1.174 -1.280 -0.169 -0.05
C -0.248399 -0.876076 -0.091732 -1.263 2.518 -0.186 0.08
H -1.842224 1.965964 -0.380101 1.536 -0.800 0.828 0.07
O 0.526942 -3.096530 -0.080341 -1.362 0.686 0.566 -0.04
S 0.585891 2.398368 0.050558 -0.655 -1.787 -0.086 0.80